[1]
DFT (wB97M-V/def2-TZVPD) results for a gas-phase ion, C11H15N2OS (charge +1) at a distorted geometry.

Geometry as XYZ:
```
30
C11H15N2OS wB97M-V/def2-TZVPD
C 5.198 0.973 0.398
O 4.409 0.155 -0.436
C 3.083 0.243 -0.416
C 2.354 -0.678 -1.158
C 0.965 -0.716 -1.219
C 0.272 0.065 -0.327
C -1.117 0.047 -0.060
N -1.846 0.773 0.817
C -3.188 0.517 0.522
S -3.675 1.855 -0.760
C -3.247 -0.880 -0.257
C -3.400 -1.968 0.780
N -1.893 -0.804 -0.774
C 1.013 0.968 0.417
C 2.325 1.146 0.358
H 6.011 1.382 -0.132
H 5.536 0.258 1.228
H 4.787 1.849 0.790
H 2.967 -1.422 -1.601
H 0.454 -1.662 -1.513
H -1.729 1.759 1.254
H -3.843 0.640 1.356
H -2.915 1.163 -1.613
H -3.947 -0.892 -1.062
H -4.309 -1.785 1.382
H -2.552 -2.135 1.326
H -3.703 -2.871 0.180
H -1.354 -1.308 -1.457
H 0.370 1.479 1.129
H 2.972 1.847 0.849
```

The energy relative to the best compared isomer or geometry (same formula, charge and spin) is 0.0 kJ/mol. The total charge is +1. As for the LUMO energy: -3.98 eV. The frontier orbital gap is 8.29 eV. The calculated total energy is -27505.340 eV. The SMILES is COc1ccc(C2=[NH+][C@@H](S)[C@H](C)N2)cc1. For the HOMO energy, the calculation gives -12.2636 eV.

natural (NBO) population analysis, charges in e, atoms 1 to 2: C -0.261; O -0.449

=====

[2]
DFT (wB97M-V/def2-TZVPD) results for a molecular structure, C11H15N4O5OsS2 at a distorted geometry.

Geometry as XYZ:
```
38
C11H15N4O5OsS2 wB97M-V/def2-TZVPD
Os 1.083 0.722 -0.076
N 1.238 2.048 4.112
C 1.159 1.415 2.937
S 1.442 2.384 1.474
N 0.891 0.161 2.883
N 0.835 -0.417 1.647
C 0.578 -1.698 1.680
C 0.513 -2.608 0.598
C 0.223 -3.962 0.856
C 0.201 -4.885 -0.157
C 0.482 -4.478 -1.468
C 0.783 -3.168 -1.754
C 0.790 -2.206 -0.734
O 1.058 -0.956 -1.027
H 1.472 3.022 4.154
H 1.089 1.533 4.963
H 0.411 -2.094 2.676
H 0.027 -4.267 1.877
H -0.031 -5.919 0.055
H 0.464 -5.209 -2.266
H 1.005 -2.828 -2.757
C -3.673 0.798 0.921
C -2.352 1.381 0.496
N -2.365 2.669 0.162
O -1.333 0.661 0.525
H -4.171 1.455 1.633
H -3.523 -0.184 1.358
H -4.313 0.696 0.043
H -3.236 3.166 0.103
H -1.560 3.055 -0.305
C 1.627 3.127 -3.680
S 1.064 1.848 -2.587
O 0.760 0.670 -3.333
O -0.038 2.362 -1.760
O 2.188 1.629 -1.581
H 1.051 3.044 -4.597
H 2.682 2.948 -3.875
H 1.478 4.088 -3.196
```

The total charge is +1. As for the LUMO energy (spin up / spin down): -3.49 / -5.50 eV. The frontier orbital gap (spin up / spin down) is 7.95 / 6.15 eV. The calculated total energy is -51979.277 eV. Its expectation value of S² is 6.022. The spin multiplicity is 5. For the HOMO energy (spin up / spin down), the calculation gives -11.4333 / -11.6491 eV.

natural (NBO) population analysis, charges in e, atoms 1 to 2: Os 1.617; N -0.769

=====

[3]
DFT (wB97M-V/def2-TZVPD) results for C11H15N5O2S in the gas phase at a distorted geometry.

Geometry as XYZ:
```
34
C11H15N5O2S wB97M-V/def2-TZVPD
C 1.203 4.761 -0.362
C 1.310 3.546 0.549
N -0.009 3.078 0.937
S -0.058 1.611 1.741
O -1.212 1.637 2.592
O 1.221 1.326 2.328
C -0.333 0.443 0.405
C -0.556 0.900 -0.876
C -0.748 -0.005 -1.906
C -0.702 -1.371 -1.670
C -0.890 -2.351 -2.783
C -0.471 -1.808 -0.360
N -0.407 -3.193 -0.116
C 0.578 -3.919 0.470
N 0.214 -5.173 0.479
N -0.985 -5.214 -0.088
N -1.368 -4.067 -0.449
C -0.304 -0.915 0.704
C -0.124 -1.357 2.118
H 2.194 5.069 -0.683
H 0.606 4.526 -1.239
H 0.734 5.589 0.164
H 1.787 2.714 0.026
H 1.922 3.779 1.429
H -0.547 3.764 1.445
H -0.589 1.962 -1.055
H -0.929 0.352 -2.908
H -1.784 -2.948 -2.611
H -0.045 -3.037 -2.842
H -0.986 -1.835 -3.734
H 1.497 -3.517 0.837
H 0.920 -1.254 2.414
H -0.440 -2.386 2.273
H -0.701 -0.706 2.771
```

The energy relative to the best compared isomer or geometry (same formula, charge and spin) is 47.8 kJ/mol. The total charge is 0. As for the LUMO energy: 0.42 eV. The frontier orbital gap is 10.29 eV. The calculated total energy is -34029.662 eV. The SMILES is CCNS(=O)(=O)c1ccc(C)c(-n2cnnn2)c1C. For the HOMO energy, the calculation gives -9.8752 eV.

natural (NBO) population analysis, charges in e, atoms 1 to 2: C -0.611; C -0.224

=====

[4]
DFT (wB97M-V/def2-TZVPD) results for a molecular structure, C11H15N5O7Pt at a distorted geometry.

Geometry as XYZ:
```
39
C11H15N5O7Pt wB97M-V/def2-TZVPD
Pt 0.962 -0.602 0.066
N 2.872 -1.415 0.223
C 3.053 -1.882 1.618
C 2.274 -0.975 2.572
N 0.869 -0.844 2.109
C -0.070 -1.890 2.610
C -0.087 -3.217 1.845
N -0.311 -3.016 0.424
H 3.114 -2.115 -0.470
H 3.436 -0.592 0.032
H 4.105 -1.895 1.914
H 2.689 -2.904 1.672
H 2.708 0.025 2.575
H 2.320 -1.365 3.593
H 0.490 0.052 2.410
H -1.064 -1.441 2.568
H 0.160 -2.089 3.661
H -0.849 -3.836 2.331
H 0.861 -3.738 1.971
H -1.271 -2.766 0.224
H -0.078 -3.808 -0.158
O 0.467 -0.002 -3.933
C 0.400 0.169 -2.733
O 1.148 -0.524 -1.914
C -0.555 1.220 -2.193
C -1.144 2.023 -3.166
C -2.027 3.027 -2.833
C -2.380 3.285 -1.515
C -1.803 2.492 -0.567
C -0.891 1.446 -0.835
O -0.459 0.797 0.209
N -2.132 2.702 0.853
O -1.399 3.426 1.494
O -3.124 2.152 1.283
N -2.618 3.852 -3.888
O -3.390 4.730 -3.547
O -2.312 3.613 -5.038
H -0.890 1.836 -4.200
H -3.076 4.072 -1.264
```

The energy relative to the best compared isomer or geometry (same formula, charge and spin) is 31.4 kJ/mol. The total charge is 0. As for the LUMO energy: -0.39 eV. The frontier orbital gap is 7.76 eV. The calculated total energy is -36675.132 eV. For the HOMO energy, the calculation gives -8.1489 eV.

natural (NBO) population analysis, charges in e, atoms 1 to 2: Pt 0.928; N -0.780

=====

[5]
DFT (wB97M-V/def2-TZVPD) results for C11H15NO in the gas phase at a distorted geometry.

Geometry as XYZ:
```
28
C11H15NO wB97M-V/def2-TZVPD
C -0.302 0.326 4.613
C -0.433 -0.110 3.284
C 0.101 1.000 2.068
C 1.548 1.057 1.825
C 1.744 0.344 0.501
C 0.558 0.639 -0.309
C -0.063 -0.234 -1.335
C -1.198 -1.032 -1.362
C -1.671 -1.499 -2.626
C -0.863 -1.393 -3.690
N 0.153 -0.473 -3.738
C 0.562 -0.038 -2.552
O -0.421 0.935 0.826
H 0.683 0.522 5.199
H -0.706 -0.312 5.588
H -0.772 1.473 4.645
H -1.429 -0.176 2.841
H -0.163 -1.147 3.305
H -0.369 1.916 2.371
H 2.141 1.838 1.822
H 1.998 0.153 2.320
H 2.559 0.792 -0.018
H 1.891 -0.872 0.425
H 0.669 1.727 -0.735
H -1.825 -1.351 -0.442
H -2.827 -1.840 -2.753
H -0.908 -1.799 -4.855
H 1.465 0.543 -2.660
```

The energy relative to the best compared isomer or geometry (same formula, charge and spin) is 568.6 kJ/mol. The total charge is 0. As for the LUMO energy: 0.73 eV. The frontier orbital gap is 9.78 eV. The calculated total energy is -15182.029 eV. The SMILES is CC[C@H]1CC[C@@H](c2cccnc2)O1. For the HOMO energy, the calculation gives -9.0509 eV.

natural (NBO) population analysis, charges in e, atoms 1 to 2: C -0.632; C -0.476

=====

[6]
DFT (wB97M-V/def2-TZVPD) results for 2 unconnected molecules or ions with the total composition C11H15NS at a distorted geometry.

Geometry as XYZ:
```
28
C11H15NS wB97M-V/def2-TZVPD
C -0.770 -2.328 -1.771
C -0.541 -1.485 -0.563
C 0.312 -0.444 -0.416
N 0.328 -0.021 0.903
C -0.652 -0.691 1.590
C -0.940 -0.708 2.951
C -1.835 -1.649 3.426
C -2.358 -2.622 2.558
C -2.115 -2.575 1.199
C -1.175 -1.667 0.709
H -0.393 -3.342 -1.608
H -0.235 -1.949 -2.645
H -1.823 -2.440 -2.012
H 0.960 0.016 -1.143
H 0.634 0.918 1.109
H -0.620 0.122 3.569
H -2.133 -1.620 4.467
H -3.077 -3.325 2.959
H -2.671 -3.252 0.567
C 1.136 2.579 -2.460
S 1.355 4.028 -1.425
C 3.113 3.918 -1.017
H 0.067 2.366 -2.470
H 1.349 2.792 -3.514
H 1.662 1.667 -2.194
H 3.444 2.892 -0.911
H 3.215 4.462 -0.083
H 3.765 4.356 -1.775
```

The energy relative to the best compared isomer or geometry (same formula, charge and spin) is 39.3 kJ/mol. The total charge is 0. As for the LUMO energy: 0.78 eV. The frontier orbital gap is 8.65 eV. The calculated total energy is -23975.549 eV. The SMILES is Cc1c[nH]c2ccccc12.CSC. For the HOMO energy, the calculation gives -7.8699 eV.

natural (NBO) population analysis, charges in e, atoms 1 to 2: C -0.626; C -0.078